Record 1
Molecular formula: C31H32F4N2O3PdS2
Method: DFT, ωB97M-V/def2-TZVPD

Orbital gap ... 3.8 eV
E ... -2859.3779 Ha
Total charge ... -2
HOMO level ... 0.17 eV
Molecular weight ... 727.15 g mol⁻¹
ΔE to the lowest compared entry with this formula, charge and spin ... 29.9 kcal per mole

Geometry (Å):
Pd: 0.40205 0.05555 -0.91811
C: -0.07737 -1.53158 4.41258
C: 0.30557 -0.08516 4.07674
C: 0.04033 0.83343 5.27228
C: 1.74283 -0.01623 3.58581
C: 2.75793 -0.43355 4.43645
C: 4.07516 -0.49232 4.00914
C: 4.34958 -0.17414 2.68566
C: 3.36751 0.24622 1.79138
C: 3.79638 0.47671 0.35121
C: 3.35192 1.82356 -0.23139
C: 3.33403 -0.71618 -0.50107
C: 2.02824 0.39728 2.24830
N: 0.99377 0.85621 1.44791
C: 0.43768 2.03210 1.79694
C: 1.09137 3.01377 2.60651
C: 0.52811 4.24065 2.92448
C: -0.73430 4.59110 2.46846
C: -1.41977 3.65968 1.68317
C: -0.85932 2.44379 1.38178
F: -1.63902 1.56977 0.69159
H: -1.13712 -1.59838 4.68305
H: 0.51442 -1.91499 5.24996
H: 0.10220 -2.18135 3.55123
H: -0.32874 0.23776 3.25417
H: 0.67254 0.56123 6.12524
H: -1.00662 0.76173 5.58702
H: 0.24634 1.87036 5.00307
H: 2.51473 -0.72442 5.45615
H: 4.86793 -0.79055 4.68664
H: 5.37153 -0.25553 2.32481
H: 4.89222 0.47408 0.35487
H: 2.29338 1.81128 -0.47976
H: 3.90345 2.03112 -1.15336
H: 3.53456 2.63403 0.48183
H: 2.22696 -0.73200 -0.55929
H: 3.66744 -1.65613 -0.04646
H: 3.72064 -0.64622 -1.52136
H: 2.08950 2.77965 2.95452
H: 1.09139 4.94208 3.53288
H: -1.18027 5.54911 2.70854
H: -2.40765 3.87589 1.29342
F: -1.92023 -0.08165 -2.39037
C: -0.89233 -0.09305 -3.26536
F: -1.52915 -0.06205 -4.48274
F: -0.31554 -1.31656 -3.25564
S: 0.38099 1.33201 -3.19346
O: 0.01035 2.23048 -2.10693
O: 0.15619 1.93331 -4.50157
O: 1.67150 0.66287 -3.10438
N: -0.16647 -2.19355 -0.14425
S: -1.33510 -3.01970 -0.74407
C: -2.89188 -2.25620 -0.21098
C: -4.11623 -2.87262 -0.43985
C: -5.27983 -2.23300 -0.04056
C: -5.21035 -0.98411 0.57252
C: -3.98135 -0.36944 0.77009
C: -2.81031 -1.00304 0.36836
C: -1.56358 -4.57586 0.17258
C: -1.19922 -5.75417 -0.46259
C: -1.19276 -6.95457 0.23970
C: -1.53343 -6.97401 1.58268
C: -1.89050 -5.79090 2.22018
C: -1.90486 -4.59508 1.51945
H: -0.19794 -2.10805 0.87146
H: -4.15362 -3.84963 -0.91196
H: -6.24185 -2.70295 -0.21070
H: -6.12072 -0.48547 0.88357
H: -3.92289 0.61170 1.22562
H: -1.83687 -0.52266 0.46581
H: -0.92424 -5.71923 -1.51210
H: -0.91553 -7.87444 -0.26172
H: -1.52884 -7.90833 2.13107
H: -2.15892 -5.80233 3.27006
H: -2.19015 -3.67032 2.01136

Cartesian forces, eV/Å:
-0.01 -0.29 1.34
-0.01 0.02 -0.07
0.05 -0.02 0.11
0.01 -0.01 -0.06
0.01 -0.01 -0.10
-0.01 0.02 -0.01
-0.02 0.04 -0.06
-0.04 -0.05 0.05
-0.01 0.10 0.07
-0.29 -0.03 0.01
0.11 -0.10 -0.02
0.12 0.13 0.06
-0.01 -0.12 0.16
-0.31 0.10 0.03
0.41 0.02 0.13
-0.11 0.03 -0.10
0.02 -0.08 -0.02
-0.07 -0.01 -0.03
0.08 0.03 0.03
0.00 0.05 0.09
0.09 0.13 -0.02
0.04 -0.01 0.00
-0.02 0.00 -0.02
-0.01 0.00 0.05
-0.03 0.02 -0.04
-0.04 0.01 -0.02
0.04 0.01 0.01
0.00 -0.01 0.03
-0.01 0.01 -0.03
0.00 -0.03 -0.02
-0.02 0.02 -0.03
0.07 -0.02 0.08
-0.09 0.02 -0.01
-0.01 -0.01 0.02
0.01 -0.02 -0.04
0.30 -0.10 -0.03
0.03 0.04 -0.05
-0.07 0.01 0.02
0.02 0.00 0.04
0.04 -0.03 0.01
0.02 -0.02 -0.03
-0.02 -0.05 0.00
0.22 0.12 0.04
-0.20 -0.17 -0.80
0.07 0.12 0.04
-0.11 0.17 0.12
-0.02 0.42 -1.00
-0.11 -0.46 -0.03
0.02 -0.01 0.10
-0.22 0.07 0.02
0.64 -0.11 -0.06
-0.37 0.16 0.17
-0.14 -0.12 -0.08
0.01 0.02 0.04
0.00 0.00 -0.02
0.08 -0.02 -0.03
-0.10 -0.02 0.02
0.12 -0.09 0.02
0.11 -0.05 0.02
-0.04 0.00 -0.11
0.02 0.00 -0.08
-0.05 0.02 -0.03
-0.02 0.07 0.05
-0.08 0.05 0.08
-0.07 0.11 -0.02
-0.03 0.03 0.02
0.01 0.00 0.01
0.00 0.00 -0.01
0.04 -0.04 -0.04
-0.10 -0.05 0.00
0.03 -0.04 0.06
0.01 0.02 -0.01
0.02 0.02 0.01
0.01 0.02 -0.02
0.04 -0.04 0.01


Record 2
Molecular formula: C31H32F6N5O4S3Sc
Method: DFT, ωB97M-V/def2-TZVPD

Orbital gap ... 5.5 eV
E ... -4329.8140 Ha
Total charge ... -2
HOMO level ... -1.43 eV
Molecular weight ... 793.77 g mol⁻¹

Geometry (Å):
Sc: -0.05862 -0.28225 0.46557
F: -5.30666 -3.76164 -0.63449
C: -5.94794 -3.21964 0.53568
F: -5.60280 -4.21068 1.48471
F: -5.01306 -2.21005 0.86693
S: -1.70922 -2.62152 1.00017
O: -1.50039 -1.70353 -0.22946
O: -1.27799 -1.70133 2.10430
N: -0.42003 -3.71249 0.82215
S: 0.94259 -3.30747 1.33625
O: 1.29061 -1.89508 1.06487
O: 2.01202 -4.22390 1.04509
C: 0.93707 -3.35432 3.22350
F: 2.12914 -3.82360 3.65908
F: 0.76751 -2.17191 3.80984
F: -0.00068 -4.18828 3.67295
S: -2.92152 2.49453 -0.68824
C: -4.15402 1.31480 -1.02476
C: -5.51186 1.39828 -0.75187
C: -6.32573 0.31333 -1.04750
C: -5.80430 -0.85207 -1.58893
C: -4.44932 -0.93263 -1.87733
C: -3.65771 0.16433 -1.60846
N: -2.22192 0.18733 -1.88462
C: -1.57098 1.30321 -1.02854
C: -0.47311 1.96335 -1.77418
C: -0.35968 3.31694 -2.08570
C: 0.69749 3.78251 -2.86227
C: 1.63187 2.89487 -3.37327
C: 1.54799 1.54513 -3.04831
C: 0.53953 1.08316 -2.20603
H: -5.91991 2.28368 -0.28066
H: -7.37798 0.35446 -0.79465
H: -6.42124 -1.73286 -1.69386
H: -4.01855 -1.86307 -2.22803
H: -1.11361 4.01552 -1.74676
H: 0.76868 4.84008 -3.08912
H: 2.43609 3.25134 -4.00717
H: 2.27698 0.83178 -3.41964
C: -0.64335 3.17075 3.67333
C: 0.08522 2.51753 2.49233
C: 0.19163 3.51688 1.34726
C: -0.57184 1.20235 2.07275
H: -0.15075 4.09540 4.00202
H: -0.69963 2.48789 4.52487
H: -1.67048 3.41702 3.38665
H: 1.11156 2.31448 2.81979
H: -0.79849 3.72176 0.93067
H: 0.82072 3.12678 0.54793
H: 0.61373 4.47186 1.68313
H: -0.63664 0.55187 2.96104
H: -1.62039 1.39798 1.79815
C: 2.18138 -2.59410 -2.02071
C: 1.00972 -2.31671 -2.91682
C: 0.72822 -3.18940 -3.96081
C: -0.32825 -2.98055 -4.83284
C: -1.14522 -1.87997 -4.63770
C: -0.89504 -0.98462 -3.60783
C: -1.88871 0.12310 -3.36308
C: 0.21300 -1.16913 -2.73556
N: 0.45993 -0.22847 -1.72571
H: 3.03196 -2.95188 -2.60837
H: 1.94776 -3.36674 -1.28723
H: 2.47353 -1.70269 -1.47084
H: 1.36598 -4.05849 -4.08916
H: -0.52987 -3.68056 -5.63433
H: -2.01205 -1.72506 -5.27241
H: -2.81655 -0.09168 -3.88989
H: -1.53392 1.10915 -3.66145
H: -1.87100 -0.70010 -1.48657
C: 2.50386 0.20610 3.28954
C: 2.96518 0.19949 1.87705
N: 2.41300 0.81699 0.85037
C: 3.23200 0.54190 -0.22818
C: 4.26647 -0.24973 0.14805
N: 4.09229 -0.44736 1.50174
H: 1.42086 0.12484 3.33037
H: 2.79152 1.13795 3.78015
H: 2.93613 -0.62997 3.83995
H: 3.00516 0.92949 -1.20473
H: 5.07409 -0.70032 -0.40025
H: 4.58085 -1.11069 2.07616

Cartesian forces, eV/Å:
-0.42 0.84 -0.05
0.00 -0.05 -0.06
-0.07 -0.03 -0.02
-0.04 0.00 -0.01
-0.01 -0.02 0.11
-0.16 -0.09 -0.24
0.14 -0.33 0.01
0.09 0.21 0.03
-0.27 -0.44 0.07
0.21 0.00 0.13
0.26 0.29 0.09
-0.07 -0.10 -0.11
0.06 -0.02 0.05
0.00 0.02 -0.01
-0.02 -0.01 0.00
0.00 0.00 -0.04
0.04 0.03 0.08
0.02 -0.09 -0.03
-0.03 0.00 0.02
-0.03 0.05 0.00
0.04 -0.03 -0.03
-0.02 -0.01 0.02
-0.06 0.07 -0.08
-0.03 0.06 -0.11
0.13 -0.02 0.05
0.04 0.03 0.04
0.01 0.02 -0.02
-0.04 0.03 0.02
0.02 -0.04 -0.03
-0.03 -0.03 -0.02
-0.14 0.07 0.17
0.01 0.00 0.01
0.00 -0.01 0.01
0.00 0.02 0.00
0.01 0.02 -0.01
-0.01 0.00 0.00
0.01 0.00 0.00
0.00 0.00 0.00
0.01 0.01 -0.01
-0.01 0.01 0.02
-0.03 0.04 0.00
-0.03 0.01 -0.04
0.19 -0.08 0.15
0.00 -0.01 0.00
0.01 -0.01 0.00
0.01 0.00 -0.01
-0.02 0.02 -0.01
-0.03 0.00 -0.01
0.00 -0.02 -0.03
0.01 -0.01 0.00
-0.06 0.02 0.01
-0.03 0.03 0.05
0.03 -0.03 -0.01
0.00 0.03 0.02
0.01 0.00 0.02
0.00 -0.01 -0.02
-0.03 0.00 0.00
0.07 0.03 0.08
0.00 -0.08 0.04
-0.05 0.10 -0.07
0.31 -0.35 -0.19
0.00 0.01 0.00
0.00 0.00 -0.02
-0.01 -0.01 -0.02
0.00 0.00 0.00
0.00 0.00 0.00
0.00 0.00 0.00
0.02 0.00 -0.02
-0.01 0.00 0.00
-0.05 0.04 0.09
-0.05 -0.02 0.03
0.02 0.10 0.01
0.03 -0.36 -0.05
0.03 0.06 -0.03
0.01 0.03 0.02
-0.03 -0.01 0.04
0.02 0.01 0.00
0.03 -0.01 -0.01
-0.01 -0.01 -0.01
-0.02 -0.02 -0.02
-0.01 0.01 -0.02
0.03 0.03 0.00


Record 3
Molecular formula: C31H32FN7O3Sn
Method: DFT, ωB97M-V/def2-TZVPD

Orbital gap ... 4.6 eV
E ... -2123.1860 Ha
Total charge ... +2
HOMO level ... -12.77 eV
Molecular weight ... 688.35 g mol⁻¹
ΔE to the lowest compared entry with this formula, charge and spin ... 28.4 kcal per mole

Geometry (Å):
Sn: -0.42708 -0.63874 -0.40205
C: 5.59754 4.21531 -1.72826
C: 5.46518 3.40037 -0.47327
C: 6.81234 2.80960 -0.07466
C: 7.30206 1.85578 -1.14269
C: 6.25135 0.76369 -1.36130
C: 6.60263 -0.53481 -1.69326
C: 5.58462 -1.50360 -1.89796
F: 5.87960 -2.75445 -2.21055
C: 4.24928 -1.22370 -1.68534
C: 3.89525 0.02574 -1.23421
C: 2.47431 0.29736 -0.90860
O: 1.61264 -0.61838 -1.13090
C: 2.20959 1.54180 -0.37152
C: 3.20214 2.50632 -0.23567
N: 4.45313 2.29965 -0.67020
C: 4.82893 1.07960 -1.12314
C: 0.89104 1.87206 0.22428
O: 0.95218 2.45679 1.30358
O: -0.23434 1.53547 -0.36444
H: 6.30682 5.06266 -1.55248
H: 4.64694 4.68389 -1.98343
H: 5.97634 3.68309 -2.62203
H: 5.04458 3.96591 0.35713
H: 6.75445 2.35248 0.88907
H: 7.45955 3.69622 -0.05048
H: 8.20376 1.39803 -0.79997
H: 7.54868 2.42437 -2.05866
H: 7.62196 -0.81046 -1.82960
H: 3.52484 -2.07484 -1.74762
H: 3.00289 3.49214 0.18078
C: -4.39028 -0.00208 2.76312
C: -3.44215 -0.01418 1.53715
C: -4.08173 0.30681 0.20738
C: -4.65407 1.55338 0.03390
C: -5.30644 1.86139 -1.17161
C: -5.42557 0.88066 -2.15985
C: -4.97191 -0.40156 -2.07950
C: -5.30627 -1.30789 -3.19100
C: -6.75525 -1.90323 -2.95328
C: -4.21666 -0.69405 -0.88539
N: -3.49691 -1.75563 -0.66559
C: -3.57165 -3.02594 -1.18294
C: -2.78150 -3.91734 -0.52748
C: -2.90156 -5.38080 -0.52307
C: -2.05749 -5.85626 0.40782
C: -1.35185 -4.62237 0.96079
N: -1.77295 -3.52209 0.44147
H: -3.74606 -0.02734 3.62778
H: -5.09514 -0.83845 2.78986
H: -4.89904 0.94851 2.77504
H: -2.91438 -0.97472 1.48019
H: -2.69788 0.78412 1.62558
H: -4.60567 2.36855 0.71526
H: -5.68877 2.85281 -1.35980
H: -5.84390 1.23266 -3.11443
H: -4.57194 -2.11695 -3.35110
H: -5.32757 -0.72285 -4.10855
H: -6.79363 -2.31524 -1.98046
H: -6.95848 -2.67931 -3.67435
H: -7.47014 -1.11827 -3.03352
H: -4.29674 -3.36214 -1.90730
H: -3.53562 -6.00027 -1.14706
H: -1.79436 -6.89918 0.70809
H: -0.57015 -4.71273 1.69451
N: 0.27261 1.55774 4.39844
C: -0.13747 0.37244 4.82718
N: -0.43462 0.21173 6.11409
N: -0.31980 -0.69577 4.06755
C: 0.03881 -0.72261 2.83674
N: 0.30492 -0.83030 1.71548
H: 0.44596 2.26022 5.04961
H: 0.52346 1.75652 3.43212
H: -0.31828 0.92320 6.82898
H: -0.77508 -0.71051 6.37562

Cartesian forces, eV/Å:
0.43 0.53 -0.50
0.32 1.40 -0.63
-0.08 -0.95 -0.06
-0.23 1.19 -0.80
-0.78 -0.28 -0.24
-1.08 0.54 0.07
-1.55 0.22 -0.25
-0.68 0.97 0.63
0.62 -0.29 -0.25
0.68 -2.03 -0.13
-1.60 1.62 0.13
1.91 -0.34 -0.83
-0.75 -0.35 0.50
-0.21 0.84 0.10
0.55 -0.43 -0.66
-0.60 1.15 0.99
2.26 -2.27 -0.56
-0.52 0.77 1.08
-0.51 -0.04 -0.06
0.79 -1.09 0.34
-0.49 -0.68 -0.03
-0.05 -0.07 -0.14
-0.35 0.02 0.64
0.18 0.28 -0.14
0.08 -0.35 0.68
0.15 -0.41 0.38
0.71 -0.39 0.07
-0.21 -0.51 0.28
0.63 -0.14 -0.07
0.63 1.15 -0.03
-0.11 -0.34 -0.03
0.55 0.16 -0.79
0.26 -0.37 -0.67
-0.75 0.27 0.00
-0.35 -0.12 -1.21
0.80 -1.19 0.46
-0.61 1.36 -1.45
-0.12 0.67 0.63
-0.39 -1.14 -0.56
1.80 0.31 -0.72
0.21 0.03 0.62
-0.16 -1.16 0.11
0.24 1.02 0.56
0.54 -0.47 1.10
0.32 -0.86 -0.06
0.71 0.24 0.15
-0.93 -0.77 -0.83
-0.26 -0.33 -0.26
0.03 -0.19 0.44
0.15 0.21 -0.12
-0.49 0.18 0.16
-0.11 0.21 -0.02
0.09 -0.02 0.44
0.30 0.11 0.96
-0.08 0.08 0.06
-0.07 -0.42 0.44
-0.37 0.47 0.11
0.03 -0.02 -0.07
-0.23 -0.54 1.11
-0.10 -0.14 -0.27
-0.62 0.54 -0.07
-0.10 -0.01 -0.05
-0.05 0.36 0.00
-0.57 1.10 -0.38
0.19 0.42 0.22
0.06 -0.72 -1.31
-0.02 0.28 0.31
-0.23 -0.35 0.62
0.09 -0.55 -0.56
-0.58 0.29 1.04
0.35 0.00 -1.31
0.27 1.30 1.03
-0.10 -0.16 0.03
-0.08 -0.29 -0.42
0.23 0.49 0.06


Among the records above, which one has the highest orbital gap? C31H32F6N5O4S3Sc